This record from OMol25 describes a 10-piece molecular cluster, C51H53F7O3 overall in a non-equilibrium geometry. The level of theory is the ωB97M-V functional and the def2-TZVPD basis.

LUMO level (eV): 0.2
M (g mol⁻¹): 846.97
Energy relative to the best compared isomer or geometry (same formula, charge and spin) (kcal per mole): 52.5
SMILES string: Fc1ccccc1.Fc1ccccc1.Fc1ccccc1.Fc1ccccc1.Fc1ccccc1.Fc1ccccc1.Fc1ccccc1.CC(C)=O.CC(C)=O.CC(C)=O
Max |F| (eV Å⁻¹): 4.31
Calculated total energy (a.u.): -2899.790158

Geometry (Å):
F: 0.42 -8.60 1.83
C: -0.47 -7.60 2.02
C: -0.57 -7.10 3.27
C: -1.39 -5.95 3.48
C: -2.08 -5.37 2.42
C: -1.90 -5.89 1.11
C: -1.15 -6.99 0.94
H: -0.02 -7.50 4.11
H: -1.46 -5.51 4.46
H: -2.65 -4.47 2.61
H: -2.30 -5.35 0.26
H: -0.98 -7.34 -0.07
F: 0.44 1.70 -10.66
C: -0.39 1.51 -9.62
C: -0.63 2.60 -8.74
C: -1.36 2.36 -7.53
C: -1.90 1.10 -7.27
C: -1.80 0.08 -8.20
C: -1.00 0.30 -9.34
H: -0.30 3.61 -8.90
H: -1.46 3.16 -6.80
H: -2.38 0.91 -6.32
H: -2.34 -0.83 -8.00
H: -0.77 -0.51 -10.02
F: 4.51 2.30 -0.48
C: 4.66 2.80 0.79
C: 4.17 1.99 1.84
C: 4.25 2.47 3.15
C: 4.83 3.74 3.36
C: 5.39 4.47 2.33
C: 5.33 4.00 0.98
H: 3.87 0.97 1.67
H: 3.99 1.84 3.98
H: 5.03 4.09 4.36
H: 5.80 5.46 2.46
H: 5.74 4.61 0.19
F: -7.67 -2.14 1.27
C: -7.49 -1.56 2.48
C: -8.38 -1.69 3.53
C: -8.03 -1.18 4.80
C: -6.86 -0.61 4.97
C: -5.97 -0.46 3.94
C: -6.20 -0.90 2.66
H: -9.28 -2.23 3.29
H: -8.65 -1.33 5.66
H: -6.57 -0.22 5.94
H: -4.99 -0.04 4.06
H: -5.52 -0.72 1.85
F: -3.20 5.57 6.88
C: -2.31 5.17 5.99
C: -2.19 3.82 5.59
C: -1.37 3.41 4.55
C: -0.71 4.38 3.76
C: -0.83 5.73 4.15
C: -1.61 6.09 5.31
H: -2.85 3.05 5.95
H: -1.12 2.43 4.16
H: -0.23 4.16 2.81
H: -0.30 6.47 3.57
H: -1.69 7.15 5.50
F: -5.09 6.29 -4.69
C: -4.83 6.54 -3.36
C: -3.88 5.77 -2.69
C: -3.69 5.98 -1.33
C: -4.30 7.03 -0.67
C: -5.08 7.93 -1.45
C: -5.47 7.60 -2.79
H: -3.34 5.05 -3.28
H: -3.10 5.34 -0.69
H: -4.13 7.10 0.40
H: -5.67 8.71 -0.99
H: -6.12 8.31 -3.28
F: 2.55 -4.17 -2.39
C: 3.63 -4.23 -1.57
C: 3.78 -5.41 -0.82
C: 4.67 -5.36 0.28
C: 5.43 -4.22 0.45
C: 5.35 -3.15 -0.41
C: 4.45 -3.12 -1.40
H: 3.06 -6.22 -0.79
H: 4.81 -6.20 0.94
H: 6.15 -4.15 1.25
H: 5.97 -2.28 -0.30
H: 4.22 -2.36 -2.14
C: 3.50 -2.46 5.89
C: 3.04 -3.60 4.96
C: 3.74 -4.94 5.06
O: 2.10 -3.45 4.19
H: 2.60 -1.92 6.18
H: 4.15 -1.75 5.39
H: 3.97 -2.92 6.76
H: 3.99 -5.27 6.07
H: 4.72 -4.86 4.59
H: 3.20 -5.76 4.58
C: 5.77 -1.34 -6.41
C: 4.47 -0.70 -6.29
C: 3.24 -1.32 -6.98
O: 4.23 0.17 -5.44
H: 6.13 -1.24 -7.43
H: 5.78 -2.36 -6.03
H: 6.53 -0.83 -5.83
H: 2.54 -1.69 -6.23
H: 3.55 -2.16 -7.61
H: 2.81 -0.54 -7.60
C: 0.28 0.00 -1.92
C: -0.71 0.21 -0.80
C: -1.01 -0.84 0.18
O: -1.38 1.24 -0.79
H: 0.72 0.92 -2.30
H: -0.03 -0.59 -2.78
H: 0.99 -0.67 -1.43
H: -1.82 -1.54 -0.05
H: -1.37 -0.40 1.11
H: -0.23 -1.57 0.39

These are the Mulliken partial charges, in e, on atoms 1 to 8: atom 1 (F): -0.310, atom 2 (C): 0.266, atom 3 (C): -0.313, atom 4 (C): -0.338, atom 5 (C): -0.514, atom 6 (C): -0.383, atom 7 (C): -0.379, atom 8 (H): 0.431

This record from OMol25 describes C51H56AsFN5PPb as an isolated structure in a non-equilibrium geometry. The level of theory is the ωB97M-V functional and the def2-TZVPD basis.

LUMO level (eV): -5.4
M (g mol⁻¹): 1071.14
Energy relative to the best compared isomer or geometry (same formula, charge and spin) (kcal per mole): 0.0
Total charge: +2
Max |F| (eV Å⁻¹): 1.07
Calculated total energy (a.u.): -5120.160217

Geometry (Å):
Pb: -1.26 1.11 -1.20
N: 0.49 0.89 -3.07
C: -0.03 0.01 -4.13
C: -1.27 0.64 -4.75
N: -2.33 0.87 -3.75
C: -3.07 2.11 -4.06
C: -2.31 3.38 -3.70
N: -2.05 3.45 -2.25
C: -3.24 -0.30 -3.73
C: -4.05 -0.42 -2.45
N: -3.16 -0.62 -1.30
H: 0.72 1.79 -3.48
H: 1.35 0.51 -2.68
H: -0.30 -0.95 -3.67
H: 0.71 -0.17 -4.90
H: -1.63 0.00 -5.56
H: -0.98 1.59 -5.20
H: -4.00 2.11 -3.48
H: -3.34 2.14 -5.12
H: -2.90 4.23 -4.05
H: -1.35 3.42 -4.22
H: -2.91 3.65 -1.75
H: -1.41 4.21 -2.04
H: -2.63 -1.20 -3.83
H: -3.92 -0.26 -4.59
H: -4.75 -1.25 -2.56
H: -4.63 0.48 -2.28
H: -2.72 -1.54 -1.35
H: -3.71 -0.61 -0.44
F: 0.30 0.93 5.95
C: 0.08 1.29 4.68
C: -0.96 0.71 3.98
C: -1.20 1.12 2.68
C: -0.43 2.14 2.10
C: 0.66 2.65 2.81
C: 0.91 2.23 4.10
H: -1.58 -0.03 4.46
H: -2.05 0.73 2.13
H: 1.29 3.42 2.39
H: 1.74 2.63 4.67
N: -1.04 2.76 0.99
C: -0.76 3.96 0.58
C: 0.62 4.49 0.43
C: 1.46 3.84 -0.48
C: 2.71 4.35 -0.78
C: 3.15 5.51 -0.15
C: 2.34 6.15 0.78
C: 1.08 5.65 1.06
C: -1.87 4.87 0.27
C: -3.15 4.56 0.76
C: -4.14 5.52 0.82
C: -3.88 6.81 0.37
C: -2.65 7.11 -0.19
C: -1.66 6.15 -0.25
H: 1.09 2.95 -0.98
H: 3.33 3.86 -1.51
H: 4.12 5.92 -0.39
H: 2.68 7.05 1.27
H: 0.44 6.14 1.79
H: -3.33 3.57 1.16
H: -5.11 5.28 1.24
H: -4.63 7.58 0.48
H: -2.45 8.11 -0.56
H: -0.69 6.41 -0.68
C: 0.77 -2.13 1.17
C: 1.92 -1.69 2.04
As: 2.17 -2.80 3.71
C: 0.38 -3.54 4.08
C: -0.10 -3.40 5.38
C: -1.33 -3.93 5.76
C: -2.10 -4.60 4.82
C: -1.62 -4.78 3.53
C: -0.38 -4.28 3.18
C: 2.87 -4.39 2.82
C: 3.73 -4.34 1.72
C: 4.26 -5.50 1.18
C: 3.97 -6.73 1.75
C: 3.15 -6.79 2.87
C: 2.61 -5.63 3.40
P: 0.58 -1.20 -0.44
C: 2.35 -1.00 -0.87
C: 2.90 0.28 -0.89
C: 4.26 0.46 -1.09
C: 5.08 -0.64 -1.26
C: 4.54 -1.92 -1.23
C: 3.18 -2.10 -1.03
C: -0.02 -2.60 -1.46
C: 0.53 -2.97 -2.69
C: -0.03 -4.01 -3.41
C: -1.14 -4.70 -2.93
C: -1.68 -4.34 -1.70
C: -1.13 -3.30 -0.98
H: -0.17 -2.05 1.71
H: 0.93 -3.17 0.87
H: 1.85 -0.64 2.30
H: 2.87 -1.82 1.52
H: 0.50 -2.88 6.12
H: -1.68 -3.82 6.77
H: -3.07 -5.00 5.10
H: -2.20 -5.35 2.81
H: 0.01 -4.50 2.19
H: 4.00 -3.39 1.28
H: 4.91 -5.44 0.32
H: 4.40 -7.63 1.34
H: 2.94 -7.75 3.33
H: 1.97 -5.69 4.27
H: 2.26 1.14 -0.71
H: 4.68 1.46 -1.09
H: 6.15 -0.50 -1.40
H: 5.19 -2.78 -1.34
H: 2.78 -3.10 -0.99
H: 1.40 -2.46 -3.07
H: 0.42 -4.30 -4.36
H: -1.56 -5.51 -3.49
H: -2.53 -4.89 -1.31
H: -1.54 -3.05 0.00

These are the Mulliken partial charges, in e, on atoms 1 to 8: atom 1 (Pb): 2.389, atom 2 (N): -0.453, atom 3 (C): 0.508, atom 4 (C): -1.579, atom 5 (N): 1.117, atom 6 (C): -1.110, atom 7 (C): -0.917, atom 8 (N): -0.365